{
  "formula": "C6H8",
  "method": "ωB97M-V/def2-TZVPD",
  "total_energy_ha": -233.3236,
  "smiles": "C=C=CC1CC1",
  "homo_ev": -9.23,
  "gap_ev": 10.36,
  "symbols": ["C", "C", "C", "C", "C", "C", "H", "H", "H", "H", "H", "H", "H", "H"],
  "xyz": [[1.18, -0.11, 2.38], [0.46, -0.64, 1.44], [-0.08, -1.15, 0.37], [-0.82, -0.35, -0.64], [-0.11, 0.23, -1.84], [-0.66, 1.14, -0.77], [0.82, 0.08, 3.39], [2.19, 0.13, 2.06], [-0.01, -2.22, 0.23], [-1.82, -0.74, -0.82], [-0.63, 0.19, -2.79], [0.96, 0.11, -1.89], [0.05, 1.64, -0.12], [-1.55, 1.72, -1.00]],
  "mulliken_charge": [-0.6767, 0.1193, -0.5838, 0.0761, -0.5575, -0.5865, 0.2518, 0.2414, 0.3566, 0.3530, 0.2615, 0.2599, 0.2457, 0.2392]
}

{
  "formula": "C6H7BrNP",
  "method": "ωB97M-V/def2-TZVPD",
  "total_energy_ha": -3202.7704,
  "spin_multiplicity": 3,
  "s_squared": 2.047,
  "homo_ev": [-5.34, -9.57],
  "gap_ev": [6.10, 6.92],
  "symbols": ["C", "C", "C", "C", "C", "C", "N", "P", "Br", "H", "H", "H", "H", "H", "H", "H"],
  "xyz": [[0.37, -0.58, 0.05], [-1.62, 0.69, -0.06], [-0.86, -0.45, -0.48], [0.97, 0.36, 0.84], [0.08, 1.51, 1.22], [-1.34, -1.49, -1.39], [-1.14, 1.62, 0.75], [2.66, 0.32, 1.43], [0.70, 2.99, 2.30], [0.86, -1.45, -0.25], [-2.52, 0.94, -0.59], [-0.49, -1.56, -2.14], [-1.38, -2.49, -0.88], [-2.30, -1.34, -1.99], [2.70, 1.45, 0.73], [3.30, -0.52, 0.46]],
  "mulliken_charge": [-0.4095, -0.5529, 0.6760, 0.2114, 0.2857, -1.2842, -0.5337, -0.0657, -0.1475, 0.4507, 0.3825, 0.3092, 0.2876, 0.3170, 0.0522, 0.0212]
}

{
  "formula": "C14H30B3BrO31S7",
  "method": "ωB97M-V/def2-TZVPD",
  "total_energy_ha": -8319.7123,
  "homo_ev": -8.60,
  "gap_ev": 8.30,
  "symbols": ["Br", "B", "O", "B", "O", "B", "O", "H", "H", "C", "C", "O", "S", "O", "O", "O", "H", "H", "H", "H", "C", "C", "O", "S", "O", "O", "O", "H", "H", "H", "H", "C", "C", "O", "S", "O", "O", "O", "H", "H", "H", "H", "C", "C", "O", "S", "O", "O", "O", "H", "H", "H", "H", "C", "C", "O", "S", "O", "O", "O", "H", "H", "H", "H", "C", "C", "O", "S", "O", "O", "O", "H", "H", "H", "H", "C", "C", "O", "S", "O", "O", "O", "H", "H", "H", "H"],
  "xyz": [[3.32, -3.91, 0.77], [2.78, -2.19, -0.12], [1.46, -1.55, -0.05], [1.70, -0.11, 0.17], [3.01, 0.53, 0.44], [4.14, -0.29, -0.03], [3.84, -1.47, -0.91], [0.74, 0.60, 0.16], [5.28, -0.10, 0.29], [-1.38, 4.18, -2.27], [0.03, 3.73, -1.92], [0.00, 3.44, -0.53], [-1.49, 2.89, -0.14], [-1.44, 1.44, -0.12], [-1.99, 3.68, 0.96], [-2.25, 3.35, -1.50], [-1.55, 5.22, -1.98], [-1.60, 4.07, -3.34], [0.78, 4.50, -2.14], [0.29, 2.81, -2.45], [3.49, -4.70, -3.61], [3.16, -3.34, -4.21], [2.92, -3.58, -5.59], [2.28, -5.07, -5.77], [0.84, -4.93, -5.87], [3.07, -5.80, -6.73], [2.63, -5.63, -4.28], [4.53, -4.98, -3.83], [3.32, -4.73, -2.53], [3.97, -2.62, -4.07], [2.24, -2.93, -3.78], [-2.99, -1.09, 1.03], [-2.25, -2.41, 1.24], [-3.24, -3.31, 1.71], [-4.68, -2.92, 1.05], [-4.89, -3.78, -0.10], [-5.65, -2.77, 2.11], [-4.27, -1.44, 0.51], [-3.14, -0.56, 1.98], [-2.46, -0.43, 0.33], [-1.43, -2.32, 1.96], [-1.86, -2.80, 0.29], [-10.42, -4.10, 1.73], [-10.50, -2.96, 2.74], [-9.17, -2.43, 2.82], [-8.45, -2.60, 1.37], [-8.57, -1.35, 0.66], [-7.19, -3.29, 1.56], [-9.52, -3.66, 0.72], [-10.00, -5.00, 2.19], [-11.39, -4.34, 1.30], [-10.84, -3.29, 3.72], [-11.16, -2.16, 2.38], [7.03, -6.90, 1.80], [5.96, -7.56, 0.93], [5.71, -6.62, -0.12], [7.09, -5.81, -0.44], [7.72, -6.43, -1.58], [6.81, -4.39, -0.38], [7.91, -6.24, 0.89], [6.59, -6.15, 2.46], [7.58, -7.63, 2.40], [5.05, -7.77, 1.48], [6.34, -8.48, 0.47], [-1.80, 5.51, 4.95], [-1.21, 5.68, 3.55], [-0.16, 6.63, 3.70], [0.50, 6.46, 5.18], [1.68, 5.64, 5.06], [0.50, 7.75, 5.84], [-0.68, 5.55, 5.84], [-2.47, 6.34, 5.20], [-2.34, 4.56, 5.06], [-1.96, 6.04, 2.83], [-0.77, 4.75, 3.19], [3.17, 8.86, -2.50], [3.91, 7.54, -2.29], [2.92, 6.63, -1.81], [1.48, 7.02, -2.48], [1.26, 6.16, -3.62], [0.51, 7.17, -1.41], [1.89, 8.50, -3.02], [3.02, 9.38, -1.55], [3.70, 9.52, -3.20], [4.73, 7.63, -1.57], [4.30, 7.15, -3.23]],
  "mulliken_charge": [-0.2459, 0.4393, -0.1735, 0.7208, -0.5075, 0.3801, -0.2928, -0.2117, -0.0573, -0.2640, -0.0736, -0.2841, 0.9723, -0.4751, -0.5208, -0.3515, 0.2507, 0.3605, 0.0049, 0.2711, -0.0991, -0.2724, -0.3468, 1.0656, -0.5312, -0.5288, -0.3139, 0.2355, 0.1355, 0.2919, 0.3279, 0.0431, -0.3822, -0.3289, 1.1523, -0.5570, -0.4545, -0.3446, 0.1970, 0.1301, 0.2730, 0.3499, -0.3389, -0.3251, -0.3146, 1.1202, -0.6151, -0.3924, -0.3304, 0.2658, 0.3064, 0.3073, 0.2932, -0.3206, -0.3610, -0.2431, 1.1009, -0.5643, -0.4714, -0.3202, 0.2653, 0.3118, 0.3350, 0.2842, -0.2903, -0.1758, -0.2923, 1.0773, -0.5390, -0.5320, -0.3194, 0.2956, 0.2928, 0.2810, 0.2005, -0.3708, -0.3234, -0.2509, 1.1412, -0.5510, -0.5052, -0.3047, 0.2934, 0.3090, 0.3080, 0.2790]
}

{
  "formula": "C6H13N",
  "method": "ωB97M-V/def2-TZVPD",
  "total_energy_ha": -291.0866,
  "smiles": "C/C=C/CCCN",
  "homo_ev": -8.79,
  "gap_ev": 9.90,
  "symbols": ["C", "C", "C", "C", "C", "C", "N", "H", "H", "H", "H", "H", "H", "H", "H", "H", "H", "H", "H", "H"],
  "xyz": [[-2.16, -0.30, 2.22], [-1.17, 0.24, 1.20], [-1.36, 0.24, -0.11], [-0.33, 0.90, -0.94], [0.60, -0.31, -1.73], [1.62, -0.89, -0.63], [2.33, 0.28, -0.18], [-3.16, -0.12, 1.92], [-1.96, 0.24, 3.16], [-1.87, -1.38, 2.42], [-0.32, 0.81, 1.55], [-2.36, -0.22, -0.52], [-0.66, 1.62, -1.72], [0.40, 1.37, -0.20], [-0.20, -1.05, -2.15], [1.24, 0.16, -2.56], [2.33, -1.75, -1.07], [1.15, -1.43, 0.28], [2.60, 0.15, 0.83], [3.22, 0.35, -0.68]],
  "mulliken_charge": [-1.1302, -0.2373, -0.0473, -0.5616, -0.6265, -0.4223, -0.5326, 0.3676, 0.3054, 0.2255, 0.2805, 0.2206, 0.3778, 0.2223, 0.3268, 0.2762, 0.2662, 0.2640, 0.2085, 0.2166]
}

{
  "formula": "C7H9N",
  "method": "ωB97M-V/def2-TZVPD",
  "total_energy_ha": -326.7610,
  "smiles": "c1ccncc1.C=C",
  "homo_ev": -9.49,
  "gap_ev": 10.42,
  "symbols": ["C", "C", "C", "N", "C", "C", "H", "H", "H", "H", "H", "C", "C", "H", "H", "H", "H"],
  "xyz": [[-1.61, 0.37, 1.23], [-1.93, 1.27, 0.25], [-2.16, 0.75, -1.01], [-1.97, -0.56, -1.26], [-1.61, -1.34, -0.38], [-1.43, -0.94, 0.87], [-1.83, 0.62, 2.30], [-2.03, 2.42, 0.27], [-2.43, 1.11, -2.07], [-1.37, -2.31, -0.81], [-1.46, -1.74, 1.74], [3.32, 0.71, -0.24], [3.30, -0.58, -0.03], [4.09, 1.22, -0.56], [2.45, 1.40, -0.20], [4.16, -1.13, -0.50], [2.52, -1.27, 0.38]],
  "mulliken_charge": [-0.1223, -0.3914, -0.0444, -0.5203, -0.1649, -0.3306, 0.3341, 0.2692, 0.3482, 0.3950, 0.2285, -0.5137, -0.3522, 0.2693, 0.1890, 0.1801, 0.2262]
}

{
  "formula": "C10H11NO2Se",
  "method": "ωB97M-V/def2-TZVPD",
  "total_energy_ha": -2994.2316,
  "smiles": "[Se]=Cc1ccccc1.O=C=O.C=CN",
  "homo_ev": -8.23,
  "gap_ev": 7.43,
  "symbols": ["Se", "C", "C", "C", "C", "C", "C", "C", "H", "H", "H", "H", "H", "H", "O", "C", "O", "C", "C", "N", "H", "H", "H", "H", "H"],
  "xyz": [[-1.98, 0.58, -0.42], [-0.57, 0.02, -1.38], [0.51, -0.75, -0.75], [0.68, -0.94, 0.63], [1.48, -1.96, 1.06], [2.30, -2.67, 0.19], [2.31, -2.30, -1.16], [1.41, -1.40, -1.65], [-0.23, 0.24, -2.32], [-0.11, -0.31, 1.09], [1.55, -2.28, 2.07], [3.00, -3.52, 0.63], [3.10, -2.92, -1.68], [1.30, -1.09, -2.77], [-4.79, -0.55, -0.35], [-4.85, -1.31, 0.51], [-4.92, -2.08, 1.35], [-0.96, 3.23, 1.34], [-0.11, 3.22, 0.35], [0.95, 2.33, 0.03], [-0.93, 2.45, 2.25], [-1.67, 3.98, 1.48], [-0.22, 3.81, -0.55], [1.22, 1.74, 0.77], [1.54, 2.48, -0.70]],
  "mulliken_charge": [-0.1473, -0.5226, 1.0593, -0.3910, -0.5999, -0.2818, -0.3663, -0.6030, 0.4799, 0.2994, 0.3868, 0.2440, 0.2734, 0.1339, -0.3883, 0.7210, -0.3457, -0.7243, 0.0256, -0.2714, 0.1613, 0.2791, 0.2513, 0.1565, 0.1700]
}

{
  "formula": "Cl3F2O12Sr",
  "method": "ωB97M-V/def2-TZVPD",
  "total_energy_ha": -2513.2008,
  "homo_ev": -0.12,
  "gap_ev": 7.01,
  "total_charge": -3,
  "symbols": ["Sr", "F", "F", "Cl", "O", "O", "O", "O", "Cl", "O", "O", "O", "O", "Cl", "O", "O", "O", "O"],
  "xyz": [[0.62, -1.57, 0.33], [1.31, -3.15, 2.02], [-1.71, -2.82, 1.07], [-0.42, 1.99, -0.93], [-0.83, 0.90, -0.12], [-0.54, 1.74, -2.30], [-1.24, 3.10, -0.54], [0.94, 2.47, -0.52], [-2.02, -1.42, -2.88], [-2.92, -0.88, -1.93], [-0.75, -1.65, -2.26], [-2.53, -2.74, -3.20], [-2.08, -0.60, -4.03], [2.41, 0.89, 3.04], [3.55, 1.71, 2.72], [2.78, -0.15, 3.98], [1.53, 1.83, 3.73], [1.92, 0.36, 1.83]],
  "mulliken_charge": [1.7454, -0.9205, -0.9183, 1.6603, -0.5752, -0.6030, -0.7466, -0.6941, 1.6597, -0.6407, -0.5727, -0.7510, -0.6498, 1.5684, -0.7042, -0.6554, -0.6891, -0.5130]
}

{
  "formula": "H24O12",
  "method": "ωB97M-V/def2-TZVPD",
  "total_energy_ha": -917.1306,
  "smiles": "O.O.O.O.O.O.O.O.O.O.O.O",
  "homo_ev": -9.55,
  "gap_ev": 9.33,
  "symbols": ["O", "H", "H", "O", "H", "H", "O", "H", "H", "O", "H", "H", "O", "H", "H", "O", "H", "H", "O", "H", "H", "O", "H", "H", "O", "H", "H", "O", "H", "H", "O", "H", "H", "O", "H", "H"],
  "xyz": [[-0.10, 0.10, -0.54], [-0.29, -0.01, 0.40], [0.85, 0.29, -0.56], [0.81, -0.92, -1.89], [1.39, -1.14, -2.63], [-0.03, -1.33, -2.13], [-0.20, 1.65, -3.62], [0.75, 1.53, -3.52], [-0.36, 2.55, -3.31], [-3.65, -2.46, -1.64], [-3.24, -2.48, -2.51], [-2.90, -2.50, -1.03], [-2.03, 3.23, 0.56], [-1.08, 3.09, 0.48], [-2.26, 2.81, 1.39], [3.22, 0.76, 2.34], [4.11, 0.39, 2.33], [2.72, 0.20, 1.73], [-2.83, -0.82, 2.86], [-2.78, 0.07, 2.50], [-3.59, -0.80, 3.45], [-0.20, -3.56, 0.79], [-0.49, -2.89, 1.43], [-0.01, -4.33, 1.33], [1.44, 4.20, 1.93], [0.63, 3.78, 2.24], [2.03, 3.46, 1.75], [-1.56, -0.70, -2.46], [-2.18, -0.17, -2.98], [-1.51, -1.53, -2.94], [3.09, -0.65, -3.01], [2.78, 0.15, -3.45], [4.05, -0.60, -3.07], [0.93, -0.71, 4.81], [1.72, -0.87, 4.29], [0.75, 0.23, 4.67]],
  "mulliken_charge": [-0.4566, 0.1521, 0.2953, -0.5025, 0.3200, 0.2750, -0.5546, 0.2416, 0.3010, -0.5857, 0.2793, 0.3444, -0.5886, 0.2918, 0.2948, -0.6366, 0.3165, 0.3144, -0.5800, 0.2864, 0.2996, -0.5917, 0.3068, 0.2802, -0.6267, 0.2923, 0.3284, -0.5268, 0.2124, 0.2512, -0.6221, 0.2981, 0.2836, -0.6155, 0.3179, 0.3042]
}

{
  "formula": "C8H11N3",
  "method": "ωB97M-V/def2-TZVPD",
  "total_energy_ha": -474.8977,
  "homo_ev": [-17.79, -17.80],
  "gap_ev": [7.56, 7.57],
  "total_charge": 2,
  "symbols": ["C", "C", "C", "C", "C", "C", "C", "C", "N", "N", "N", "H", "H", "H", "H", "H", "H", "H", "H", "H", "H", "H"],
  "xyz": [[-3.00, -0.86, 0.31], [-2.01, -1.82, -0.02], [-2.79, 0.50, 0.15], [-0.71, -1.42, -0.25], [-1.46, 0.90, -0.11], [-0.43, -0.02, -0.22], [-1.32, 3.33, -0.32], [1.70, -0.12, -1.40], [-1.27, 2.16, -0.32], [0.85, 0.46, -0.49], [1.80, 0.34, 1.47], [-4.04, -1.09, 0.34], [-2.14, -2.85, 0.00], [-3.68, 1.16, 0.24], [-0.02, -2.15, -0.53], [-1.49, 4.41, -0.19], [1.11, 0.07, -2.27], [2.60, 0.41, -1.59], [1.80, -1.24, -1.32], [1.00, 0.29, 2.11], [2.41, 1.07, 1.69], [2.16, -0.58, 1.40]],
  "mulliken_charge": [-0.6840, -0.6813, -0.3385, -0.4463, 0.7391, 0.5751, 0.2459, -0.8353, 0.0595, -0.2100, -0.5218, 0.4080, 0.4658, 0.3812, 0.4041, 0.4663, 0.4548, 0.3201, 0.3165, 0.3121, 0.2512, 0.3175]
}

{
  "formula": "C4H4O2",
  "method": "ωB97M-V/def2-TZVPD",
  "total_energy_ha": -305.1438,
  "homo_ev": -9.77,
  "gap_ev": 10.85,
  "symbols": ["C", "C", "C", "C", "O", "O", "H", "H", "H", "H"],
  "xyz": [[-0.13, 0.97, 0.68], [-0.83, 0.55, -0.47], [-0.04, -2.01, -0.27], [0.71, 0.77, -0.36], [-1.15, -1.20, -0.26], [0.99, -1.53, -0.75], [-0.50, 0.93, 1.72], [-1.54, 0.96, -1.22], [-0.14, -3.02, 0.14], [1.70, 0.70, -0.63]],
  "mulliken_charge": [-0.1582, -0.1168, 0.2438, -0.3649, -0.4802, -0.5649, 0.3255, 0.3497, 0.3624, 0.4037]
}

{
  "formula": "H16O7S",
  "method": "ωB97M-V/def2-TZVPD",
  "total_energy_ha": -934.4520,
  "smiles": "O.O.O.O.O.O.O.S",
  "homo_ev": -10.10,
  "gap_ev": 10.38,
  "symbols": ["O", "H", "H", "O", "H", "H", "O", "H", "H", "O", "H", "H", "O", "H", "H", "O", "H", "H", "O", "H", "H", "S", "H", "H"],
  "xyz": [[-0.63, 2.75, -0.96], [-0.72, 3.71, -0.92], [-1.15, 2.50, -1.73], [-1.76, 0.85, 2.77], [-1.54, 1.73, 2.92], [-1.35, 0.28, 3.42], [-0.43, -1.08, -0.48], [-1.19, -0.53, -0.21], [-0.12, -0.72, -1.32], [-0.63, -1.81, 2.63], [0.03, -2.47, 2.87], [-0.11, -1.27, 2.01], [1.56, 0.08, 1.57], [2.03, -0.66, 1.16], [0.92, 0.32, 0.89], [-2.85, -0.03, 0.51], [-2.44, 0.27, 1.36], [-3.08, -0.93, 0.76], [1.41, -2.63, 0.01], [0.48, -2.37, -0.11], [1.68, -2.73, -0.91], [1.90, 0.92, -3.14], [2.86, 1.68, -2.61], [2.42, -0.27, -2.82]],
  "mulliken_charge": [-0.5567, 0.2716, 0.3135, -0.6193, 0.2795, 0.2976, -0.5306, 0.3213, 0.2414, -0.6554, 0.3014, 0.3207, -0.6445, 0.3416, 0.3261, -0.7543, 0.4141, 0.3324, -0.6481, 0.4144, 0.2532, -0.3138, 0.1638, 0.1302]
}

{
  "formula": "C4H6N2",
  "method": "ωB97M-V/def2-TZVPD",
  "total_energy_ha": -265.2621,
  "homo_ev": [-8.31, -9.29],
  "gap_ev": [8.33, 8.15],
  "symbols": ["C", "C", "C", "C", "N", "N", "H", "H", "H", "H", "H", "H"],
  "xyz": [[-0.30, 0.03, -0.53], [0.32, 0.00, 0.66], [-1.12, 0.27, 0.67], [-0.46, 0.34, -1.98], [-2.16, 0.74, 1.14], [2.60, -0.63, 1.76], [-0.98, 1.21, -2.13], [-0.99, -0.39, -2.42], [0.58, 0.47, -2.54], [-2.53, 0.42, 2.05], [2.51, -1.36, 2.46], [2.54, -1.09, 0.87]],
  "mulliken_charge": [0.4439, -0.5405, 0.4753, -1.0246, -0.5930, -0.4522, 0.3672, 0.3244, 0.2541, 0.2852, 0.2115, 0.2489]
}